Entry from OMol25: a 7-piece molecular cluster, C29H33Cl4N5 overall in a non-equilibrium geometry (ωB97M-V/def2-TZVPD).

CARTESIAN COORDINATES (ANGSTROEM)
Cl: -1.3312 -1.5398 -1.4123
C: 0.0543 -1.7362 -0.2610
C: 1.4126 -2.1326 -0.8947
Cl: 2.0586 -0.8454 -1.9025
H: -0.3070 -2.5238 0.4002
H: 0.1829 -0.8336 0.3364
H: 1.3202 -3.0211 -1.5193
H: 2.1508 -2.5213 -0.1931
Cl: 7.1098 -1.4837 -0.9434
C: 5.9918 -0.7284 -2.1206
C: 6.0428 -1.5199 -3.4160
Cl: 5.2145 -3.0523 -3.2033
H: 6.3117 0.3053 -2.2518
H: 4.9798 -0.7920 -1.7208
H: 7.0401 -1.8392 -3.7184
H: 5.5812 -0.9355 -4.2119
N: -6.2781 1.7269 -0.0427
C: -4.9801 1.6907 -0.5184
C: -4.4024 0.5121 -0.8794
C: -5.1247 -0.7034 -0.7544
C: -6.4503 -0.6258 -0.3076
C: -7.0021 0.6129 0.1273
H: -4.4025 2.5993 -0.6043
H: -3.3516 0.4710 -1.1254
H: -4.5928 -1.6256 -0.9363
H: -7.0330 -1.5255 -0.1758
H: -8.0468 0.6892 0.3905
N: 3.7902 -2.0121 4.5559
C: 3.9394 -3.0224 3.6350
C: 4.1524 -2.7388 2.2563
C: 4.3346 -1.3884 1.8866
C: 4.1694 -0.3754 2.8142
C: 3.8616 -0.7120 4.1555
H: 3.8383 -3.9953 4.0928
H: 4.2332 -3.5084 1.5029
H: 4.5660 -1.0459 0.8888
H: 4.1847 0.6833 2.6011
H: 3.7435 0.0897 4.8695
N: -1.6094 3.4450 -0.9052
C: -1.5847 2.3118 -0.2280
C: -1.8065 2.3038 1.1788
C: -2.1836 3.4265 1.8660
C: -2.3569 4.6123 1.1210
C: -2.0672 4.5709 -0.2424
H: -1.2486 1.4453 -0.7781
H: -1.7016 1.3842 1.7353
H: -2.2800 3.3908 2.9411
H: -2.5587 5.5627 1.5927
H: -2.1706 5.4456 -0.8674
N: -1.0517 -1.1696 2.7252
C: -2.2792 -1.1166 3.3306
C: -2.4721 -1.3199 4.6832
C: -1.3746 -1.6399 5.4680
C: -0.0621 -1.6216 4.8723
C: 0.0574 -1.3894 3.5285
H: -3.1208 -0.9900 2.6657
H: -3.4485 -1.1391 5.1077
H: -1.4727 -1.8326 6.5262
H: 0.7827 -1.9819 5.4404
H: 0.9807 -1.4673 2.9737
N: -0.2498 1.5570 -3.5226
C: -0.0118 0.3585 -4.2013
C: 0.1209 0.3577 -5.5727
C: -0.1258 1.5604 -6.2775
C: -0.4247 2.7686 -5.5857
C: -0.4543 2.6750 -4.1969
H: 0.2131 -0.5675 -3.6931
H: 0.3658 -0.5079 -6.1702
H: -0.1058 1.6130 -7.3560
H: -0.5383 3.7921 -5.9112
H: -0.7223 3.5655 -3.6479

## Properties
Charge: +1
Energy relative to the best compared isomer or geometry (same formula, charge and spin), eV: 0.000
HOMO level (spin up / spin down), Ha: -0.4122 / -0.4122
Energy, Eh: -3239.00372
Frontier orbital gap (spin up / spin down), hartree: 0.2474 / 0.1165
Expectation value of S²: 0.76
Multiplicity: 2
LUMO energy (spin up / spin down), Ha: -0.1649 / -0.2957



Entry from OMol25: C29H33IN9O3S3Sn as an isolated structure in a non-equilibrium geometry (ωB97M-V/def2-TZVPD).

CARTESIAN COORDINATES (ANGSTROEM)
Sn: -0.0474 -0.1062 0.0611
C: -0.1186 2.8220 -3.0185
C: 0.0299 2.8673 -1.5186
O: 0.6331 1.9366 -0.9674
C: -1.1985 3.2866 0.7548
C: 0.0102 2.8632 1.5569
C: 1.0058 3.9159 1.9195
N: 0.0978 1.6474 1.9287
N: 1.1622 1.3292 2.7717
C: 1.9411 0.4513 2.2394
O: 1.8806 -0.0074 1.0334
C: 3.0403 -0.0874 3.1003
C: 3.0265 0.0857 4.4815
C: 4.0334 -0.4552 5.2629
C: 5.0678 -1.1740 4.6753
C: 5.0860 -1.3476 3.2999
C: 4.0737 -0.8098 2.5179
H: 0.7512 2.3126 -3.4257
H: -0.2183 3.7996 -3.4787
H: -1.0081 2.2200 -3.2263
H: -1.5523 4.2271 1.2048
H: 0.6321 4.9137 1.6967
H: 1.9187 3.7701 1.3396
H: 1.2614 3.8174 2.9740
H: 2.2142 0.6458 4.9232
H: 4.0112 -0.3200 6.3367
H: 5.8521 -1.5984 5.2886
H: 5.8874 -1.9072 2.8348
H: 4.0665 -0.9378 1.4441
N: 2.6428 -2.1780 -1.0225
C: 2.1632 -2.7188 0.1387
N: 0.9916 -2.4580 0.6069
C: 0.7641 -3.1527 1.7740
C: 1.7576 -3.9751 2.1841
S: 3.0780 -3.8658 1.0760
C: -0.4883 -2.8428 2.4592
C: -1.2357 -3.6231 3.2691
S: -2.6271 -2.7316 3.7834
C: -2.0804 -1.3720 2.8294
N: -0.9614 -1.5875 2.2135
N: -2.7441 -0.1990 2.8199
H: 2.1054 -1.3778 -1.3454
H: 3.6419 -2.0766 -1.0977
H: 1.8255 -4.5569 3.0843
H: -1.0816 -4.6494 3.5463
H: -3.7282 -0.2199 3.0218
H: -2.4402 0.5090 2.1534
S: 0.1469 -1.4328 -2.4928
C: -0.3837 -3.0593 -2.0717
N: 0.6193 -4.0049 -2.0296
C: 0.5034 -5.2390 -1.2720
C: -0.8002 -5.2369 -0.4912
C: -1.8973 -4.6704 -1.3844
N: -1.6128 -3.3055 -1.7874
H: 1.5477 -3.6392 -2.1721
H: 1.3577 -5.3292 -0.5918
H: 0.5312 -6.1038 -1.9482
H: -0.7094 -4.5980 0.3922
H: -1.0327 -6.2512 -0.1574
H: -2.8553 -4.6761 -0.8585
H: -2.0163 -5.3159 -2.2678
H: -2.9111 -1.6527 -2.0005
I: 1.7390 5.1405 -1.4714
C: -1.0192 3.5741 -0.7162
C: -1.9488 4.3523 -1.3027
C: -3.1856 4.7471 -0.6918
C: -3.8685 4.0166 0.2216
C: -3.4442 2.7018 0.6587
N: -2.2497 2.2875 0.8237
H: -1.7777 4.6887 -2.3163
H: -3.6800 5.6207 -1.1035
H: -4.8699 4.3284 0.4911
H: -4.2253 1.9537 0.7875
C: -3.8160 0.2732 -2.6869
C: -3.2879 -0.6734 -1.6500
O: -3.2043 -0.3856 -0.4802
H: -4.6569 -0.1878 -3.2091
H: -3.0333 0.4369 -3.4307
H: -4.1155 1.2199 -2.2425

## Properties
Charge: -1
Energy relative to the best compared isomer or geometry (same formula, charge and spin), eV: 0.000
HOMO level, Ha: -0.1539
Energy, Eh: -3550.08227
Frontier orbital gap, hartree: 0.2289
LUMO energy, Ha: 0.0750



Entry from OMol25: C29H33N3NiP as an isolated structure (ωB97M-V/def2-TZVPD).

CARTESIAN COORDINATES (ANGSTROEM)
Ni: 0.2819 -0.3414 0.3549
C: 1.9363 -0.7226 -2.0687
N: 1.1870 -1.6437 -1.1847
C: 0.2149 -2.4248 -1.9704
C: 2.1708 -2.4709 -0.5278
C: 2.8887 -3.4248 -1.2255
C: 3.9920 -4.0367 -0.6466
C: 4.4129 -3.6372 0.6165
C: 3.6754 -2.7197 1.3385
C: 2.4783 -2.1866 0.8190
N: 1.5719 -1.3706 1.4734
C: 1.5147 -1.2264 2.8435
C: 2.1710 -2.0135 3.8129
C: 2.1269 -1.6745 5.1501
C: 1.4134 -0.5579 5.5663
C: 0.6577 0.1563 4.6448
C: 0.6587 -0.2032 3.3105
N: -0.2909 0.3480 2.3748
C: -0.4654 1.8019 2.5219
C: -1.5857 -0.3347 2.5999
H: 2.5453 -1.2768 -2.7896
H: 2.5917 -0.0927 -1.4677
H: 1.2328 -0.1068 -2.6161
H: 0.6796 -2.9159 -2.8311
H: -0.5563 -1.7579 -2.3405
H: -0.2402 -3.1820 -1.3342
H: 2.6215 -3.6630 -2.2469
H: 4.5511 -4.7794 -1.2003
H: 5.3261 -4.0385 1.0360
H: 4.0466 -2.3798 2.2906
H: 2.6805 -2.9149 3.5200
H: 2.6430 -2.2902 5.8749
H: 1.4002 -0.2743 6.6105
H: 0.0305 0.9664 4.9904
H: -0.9081 2.0710 3.4846
H: -1.1395 2.1580 1.7439
H: 0.4992 2.2974 2.4226
H: -2.0351 -0.0170 3.5466
H: -1.4297 -1.4113 2.6295
H: -2.2632 -0.0924 1.7860
C: 0.4373 2.7523 -0.7918
P: -0.6938 1.3236 -0.9230
C: -0.9423 1.1460 -2.7357
C: -1.9992 0.3602 -3.1967
C: -2.2162 0.1908 -4.5545
C: -1.3783 0.8064 -5.4773
C: -0.3355 1.6031 -5.0322
C: -0.1228 1.7765 -3.6687
C: -2.3170 2.0273 -0.4606
C: -3.3778 1.1599 -0.2059
C: -4.6439 1.6479 0.0863
C: -4.8601 3.0177 0.1367
C: -3.8107 3.8922 -0.1110
C: -2.5488 3.4016 -0.4191
H: 0.2189 3.5270 -1.5239
H: 1.4669 2.4196 -0.9185
H: 0.3399 3.1730 0.2088
H: -2.6678 -0.1248 -2.4916
H: -3.0431 -0.4198 -4.8937
H: -1.5481 0.6757 -6.5381
H: 0.3120 2.1003 -5.7430
H: 0.6952 2.4087 -3.3481
H: -3.2239 0.0876 -0.2643
H: -5.4574 0.9597 0.2762
H: -5.8437 3.4035 0.3706
H: -3.9743 4.9617 -0.0718
H: -1.7519 4.1056 -0.6216

## Properties
Charge: +1
HOMO level (spin up / spin down), Ha: -0.3828 / -0.3850
Energy, Eh: -3138.59504
Frontier orbital gap (spin up / spin down), hartree: 0.3168 / 0.2168
Expectation value of S²: 2.05
Multiplicity: 3
LUMO energy (spin up / spin down), Ha: -0.0660 / -0.1682



Entry from OMol25: a 2-piece molecular cluster, C29H33O2Si overall in a non-equilibrium geometry (ωB97M-V/def2-TZVPD).

CARTESIAN COORDINATES (ANGSTROEM)
C: -3.1629 0.3017 -9.1256
C: -1.8480 -0.0695 -8.8306
C: -1.5673 -0.8440 -7.7004
C: -2.6288 -1.2238 -6.8761
O: -2.3831 -1.9019 -5.6714
C: -1.8342 -1.2027 -4.5945
C: -2.6951 -0.6128 -3.6560
C: -2.1523 0.0730 -2.5860
C: -0.7455 0.1784 -2.3822
C: -0.2688 0.8461 -1.2072
C: 0.9887 1.4915 -1.0408
C: 1.2714 2.1137 0.2123
C: 2.4881 2.7379 0.4462
C: 3.4818 2.7381 -0.5492
C: 3.2122 2.1780 -1.8068
C: 1.9671 1.6141 -2.0710
C: 0.0873 -0.4600 -3.3492
C: -0.4450 -1.1066 -4.4557
C: -3.9554 -0.9181 -7.1910
C: -4.2116 -0.1191 -8.3045
H: -3.3733 0.9164 -10.0025
H: -1.0251 0.2481 -9.4721
H: -0.5468 -1.1391 -7.4438
H: -3.7734 -0.6720 -3.8027
H: -2.8073 0.5453 -1.8567
H: -1.0227 1.0877 -0.4486
H: 0.4941 2.0937 0.9761
H: 2.6492 3.2447 1.4010
H: 4.4413 3.2160 -0.3546
H: 3.9617 2.2153 -2.5994
H: 1.7387 1.2921 -3.0843
H: 1.1688 -0.4897 -3.2231
H: 0.2044 -1.5335 -5.2267
H: -4.7461 -1.2730 -6.5306
H: -5.2401 0.1678 -8.5176
C: 1.8240 -0.8994 7.5138
C: 1.2048 -1.4758 6.2356
Si: 0.8462 -0.1961 4.9007
C: -0.3937 1.0359 5.5739
C: -1.6998 0.4243 6.0812
C: 2.4415 0.6463 4.3928
C: 3.5069 -0.3212 3.8792
C: 0.1556 -0.9383 3.3385
C: -0.2638 -2.2218 3.0799
C: -0.6790 -2.2779 1.7204
C: -0.4871 -1.0279 1.2029
O: 0.0058 -0.1966 2.1625
H: 2.0109 -1.6987 8.2411
H: 2.7839 -0.4060 7.3186
H: 1.1643 -0.1684 7.9971
H: 1.8722 -2.2358 5.8010
H: 0.2606 -1.9905 6.4731
H: 0.1059 1.6186 6.3629
H: -0.5953 1.7308 4.7451
H: -2.3789 1.2145 6.4230
H: -2.2121 -0.1285 5.2856
H: -1.5381 -0.2628 6.9207
H: 2.1707 1.3697 3.6082
H: 2.8060 1.2256 5.2546
H: 4.3972 0.2315 3.5550
H: 3.8195 -1.0387 4.6486
H: 3.1424 -0.8923 3.0162
H: -0.2496 -3.0258 3.8054
H: -1.0522 -3.1367 1.1838
H: -0.6906 -0.6921 0.2039

## Properties
Charge: +1
Energy relative to the best compared isomer or geometry (same formula, charge and spin), eV: 2.034
HOMO level, Ha: -0.4036
Energy, Eh: -1564.54330
Frontier orbital gap, hartree: 0.1913
LUMO energy, Ha: -0.2123



Entry from OMol25: C29H34AlAsFIN2O2 as an isolated structure in a non-equilibrium geometry (ωB97M-V/def2-TZVPD).

CARTESIAN COORDINATES (ANGSTROEM)
Al: 11.4892 10.1687 9.7279
C: 16.0810 9.9052 10.5730
C: 15.1349 8.8230 11.0668
N: 15.5792 7.8436 11.8291
C: 14.8841 7.0376 12.5612
C: 13.4723 7.0271 12.4648
C: 12.6958 5.9300 13.0926
O: 11.8271 6.3197 14.1535
C: 12.8703 8.1362 11.7881
C: 11.4332 8.3409 11.9856
N: 10.7139 9.0105 11.1448
C: 9.2560 8.9095 11.0402
C: 8.7275 7.7179 10.6149
C: 7.3715 7.5084 10.8607
C: 6.5663 8.5344 11.3529
C: 7.1175 9.7331 11.7430
C: 8.5385 9.9227 11.6025
I: 9.5077 11.6155 12.4258
C: 13.6621 9.0184 11.0041
O: 13.1963 10.0539 10.2887
H: 16.0457 10.7143 11.3190
H: 15.8329 10.2718 9.5547
H: 17.0802 9.5557 10.7366
H: 15.5020 6.2976 13.0304
H: 13.3876 5.1579 13.4401
H: 12.1360 5.3665 12.3339
H: 10.9517 5.7750 14.1436
H: 11.0100 7.8506 12.8775
H: 9.3857 6.9097 10.2830
H: 6.9078 6.5285 10.7820
H: 5.4927 8.2811 11.5843
H: 6.5285 10.5007 12.2738
F: 10.3672 15.9527 8.4369
C: 10.5198 14.6689 8.9296
C: 11.8148 14.2045 9.2617
C: 11.9535 12.8730 9.4818
C: 10.9203 11.9336 9.3888
C: 9.6888 12.3893 8.8694
C: 9.4739 13.7090 8.5844
H: 12.6779 14.8456 9.4850
H: 12.9043 12.5844 9.8602
H: 8.8779 11.6525 8.7891
H: 8.5253 14.0494 8.1870
C: 13.8326 10.0883 6.3301
As: 12.9571 8.3784 6.5486
C: 12.9815 7.5486 4.7267
C: 13.8882 7.3652 7.9230
H: 14.3236 10.1827 7.2277
H: 13.2385 10.9875 6.1817
H: 14.5227 9.8731 5.5432
H: 12.1249 7.8604 4.1970
H: 12.9389 6.4965 4.8016
H: 13.8468 7.8560 4.0838
H: 14.5962 6.6683 7.3544
H: 13.1840 6.7489 8.4969
H: 14.3329 8.1305 8.4995
C: 8.7613 8.9356 6.8740
C: 9.9015 8.3248 6.1131
C: 9.6652 6.8116 6.0275
C: 10.0229 9.0169 4.7243
C: 11.1144 8.6254 7.0119
C: 11.3617 9.1612 8.1678
H: 7.7578 8.6063 6.4409
H: 8.7332 10.0423 6.8952
H: 8.6288 8.6022 7.9205
H: 8.6846 6.5569 5.5742
H: 9.6232 6.3789 7.0877
H: 10.4813 6.3997 5.4924
H: 8.9784 9.3311 4.4900
H: 10.4914 8.4158 4.0085
H: 10.5129 10.0452 4.8442

## Properties
Charge: 0
Energy relative to the best compared isomer or geometry (same formula, charge and spin), eV: 0.000
HOMO level (spin up / spin down), Ha: -0.1914 / -0.1913
Energy, Eh: -4261.06275
Frontier orbital gap (spin up / spin down), hartree: 0.1692 / 0.1692
LUMO energy (spin up / spin down), Ha: -0.0222 / -0.0222



Entry from OMol25: C29H34BCrF4N2O5P as an isolated structure (ωB97M-V/def2-TZVPD).

CARTESIAN COORDINATES (ANGSTROEM)
Cr: 1.9546 0.9893 0.0922
O: -1.4731 -3.7936 1.7386
C: -0.8032 -2.8808 0.9599
C: -1.1670 -1.2731 -1.0574
C: -0.7132 0.0676 -0.5785
N: 1.3793 -1.0828 -0.3478
C: 1.4538 -1.7684 0.7090
C: 0.4864 -2.6956 1.2759
C: 2.7074 -1.3759 1.5298
O: 3.1925 -2.1962 2.3015
O: 3.1049 -0.1763 1.3053
C: -0.6285 1.4166 -1.3253
O: -1.5798 1.8826 -1.9376
O: 0.5592 1.9054 -1.2310
H: -2.3998 -3.5106 1.7534
H: -1.7152 -1.2649 -1.9919
H: 0.8419 -3.2478 2.1380
C: -0.4457 -3.1389 -3.8575
C: 0.9168 -2.5387 -3.5094
C: 1.6211 -3.4254 -2.4754
P: 1.0956 -0.7681 -2.9272
C: 0.1130 0.2783 -4.1090
C: -1.3392 -0.0271 -4.4850
C: 0.9734 0.4007 -5.3727
C: 0.2831 -0.9069 -1.2328
C: -1.7231 -2.2929 -0.0967
C: -3.0135 -1.7827 0.5297
C: -4.2857 -2.5163 0.1946
C: -2.9962 -0.6890 1.3191
C: -1.8940 0.1649 1.6546
C: -0.7314 0.3772 0.9210
N: 0.3337 1.0419 1.3676
C: 0.2379 1.7582 2.5883
C: -0.1111 3.1124 2.5295
C: -0.4426 3.7461 1.2056
C: -0.1481 3.8599 3.7032
C: 0.1340 3.2970 4.9407
C: 0.0763 4.1190 6.2036
C: 0.4449 1.9447 4.9797
C: 0.4968 1.1647 3.8274
C: 0.8386 -0.2966 3.9293
H: -0.3255 -4.2021 -4.0994
H: -0.9077 -2.6546 -4.7151
H: -1.1413 -3.0776 -3.0201
H: 1.5312 -2.5457 -4.4170
H: 1.0329 -3.4950 -1.5552
H: 2.6012 -3.0302 -2.2030
H: 1.7504 -4.4396 -2.8659
H: 0.1395 1.2472 -3.6098
H: -1.3995 -0.7952 -5.2611
H: -1.7995 0.8800 -4.8852
H: -1.9440 -0.3279 -3.6333
H: 1.0093 -0.5455 -5.9251
H: 1.9939 0.7005 -5.1326
H: 0.5462 1.1570 -6.0388
H: -1.9970 -3.1628 -0.7086
H: -4.5570 -2.4073 -0.8642
H: -5.1208 -2.1305 0.7842
H: -4.2168 -3.5981 0.3746
H: -3.9404 -0.4487 1.8120
H: -1.9637 0.6910 2.6002
H: -1.2580 3.2159 0.7082
H: 0.4005 3.7102 0.5129
H: -0.7388 4.7871 1.3479
H: -0.4054 4.9140 3.6398
H: 0.2013 5.1810 5.9854
H: 0.8618 3.8233 6.9024
H: -0.8818 3.9983 6.7181
H: 0.6605 1.4718 5.9353
H: 0.6557 -0.6585 4.9434
H: 1.8908 -0.4737 3.6976
H: 0.2411 -0.8889 3.2350
F: 3.5291 4.0995 -2.0264
B: 4.3054 3.0634 -1.5105
F: 4.7034 2.1812 -2.5190
F: 5.4112 3.5647 -0.8170
F: 3.4970 2.3180 -0.5519

## Properties
Charge: -2
HOMO level (spin up / spin down), Ha: -0.0562 / -0.0636
Energy, Eh: -3421.68565
Frontier orbital gap (spin up / spin down), hartree: 0.2134 / 0.2208
Expectation value of S²: 6.01
Multiplicity: 5
LUMO energy (spin up / spin down), Ha: 0.1573 / 0.1572



Q: Which of these has the lowest charge?
A: C29H34BCrF4N2O5P



Q: Which of these has the lowest energy?
A: C29H34AlAsFIN2O2